(1)
Here is a structure of composition C23H25F6N2NaO2S2 from the OMol25 dataset. Energies are from ωB97M-V with the def2-TZVPD basis set.

Atoms and positions in Å:
Na 1.5871 -1.5323 -2.0950
S 0.7438 1.4600 -1.8802
C 0.9896 1.8586 -0.2938
N 0.5716 3.0154 0.2600
C 0.7129 3.2177 1.6943
C 0.3802 1.9182 2.3867
N 1.3184 0.9082 1.9172
C 1.8096 -0.0482 2.9052
C 0.6649 -0.7048 3.6355
C 0.4890 -0.5374 5.0028
C -0.5659 -1.1581 5.6587
C -1.4564 -1.9464 4.9471
C -1.2909 -2.1107 3.5782
C -0.2353 -1.4953 2.9262
C 1.6861 0.8864 0.6268
S 2.8444 -0.1374 0.0308
C -0.1709 4.0334 -0.4822
C -1.5901 4.1398 0.0225
C -2.4281 3.0289 -0.0319
C -3.7215 3.1033 0.4597
C -4.1934 4.2894 1.0072
C -3.3673 5.4011 1.0585
C -2.0694 5.3230 0.5708
H 0.0278 4.0023 2.0079
H 1.7333 3.5261 1.9441
H -0.6514 1.6310 2.1614
H 0.4760 2.0131 3.4668
H 2.4699 0.4709 3.6057
H 2.3968 -0.7899 2.3711
H 1.1848 0.0765 5.5643
H -0.6909 -1.0236 6.7253
H -2.2746 -2.4405 5.4547
H -1.9804 -2.7263 3.0147
H -0.1031 -1.6306 1.8577
H -0.1620 3.7388 -1.5268
H 0.3435 4.9924 -0.3855
H -2.0682 2.1029 -0.4690
H -4.3639 2.2333 0.4134
H -5.2053 4.3439 1.3871
H -3.7279 6.3286 1.4840
H -1.4215 6.1917 0.6113
C -1.5460 -2.5416 -1.4162
O -0.6673 -1.4736 -1.7696
H -1.7020 -3.2262 -2.2517
H -2.5142 -2.1575 -1.0833
H -1.0770 -3.0967 -0.6064
H -0.9264 -1.1656 -2.6464
C 1.4240 -5.0073 -4.4028
C 2.0479 -3.6307 -4.0934
O 1.8828 -3.2084 -2.8394
C 3.5677 -3.7337 -4.4177
F 3.8273 -4.1679 -5.6762
F 4.1512 -4.6093 -3.5774
F 4.2202 -2.5624 -4.2692
C 1.3911 -2.6054 -5.0759
F 1.3502 -2.9906 -6.3662
F 0.0943 -2.3982 -4.6981
F 1.9667 -1.3819 -5.0464
H 1.9023 -5.7415 -3.7572
H 1.5515 -5.2906 -5.4464
H 0.3646 -4.9641 -4.1533

The energy above the lowest of the compared OMol25 structures with the same formula, charge and spin comes out at 0.140 eV. For the LUMO energy, the calculation gives -0.0356 Eh. For the HOMO energy, the calculation gives -8.10 eV. Its net charge is 0.


(2)
Here is an isolated molecule of C23H25FN2O3 from the OMol25 dataset. Energies are from ωB97M-V with the def2-TZVPD basis set.

Atoms and positions in Å:
C -5.8291 2.0600 1.2663
C -5.0411 0.8776 1.7627
C -5.6602 -0.3510 1.9715
C -4.9550 -1.4602 2.4237
C -5.6504 -2.7706 2.6751
C -3.5928 -1.3282 2.6643
C -2.9505 -0.1186 2.4484
C -1.4749 -0.0623 2.7360
O -0.9648 -0.8125 3.5490
N -0.7866 0.8421 1.9841
C 0.6238 1.1145 1.9708
C 1.6264 0.4030 2.8356
C 1.6369 0.1771 1.3533
C 1.1432 -1.1416 0.8079
C 0.7207 -0.9721 -0.6475
N 1.7993 -0.3855 -1.4348
C 2.4005 -1.1325 -2.3924
O 2.1134 -2.2985 -2.6111
C 3.4791 -0.4855 -3.2239
C 4.7175 -1.1123 -3.3212
C 5.7008 -0.5810 -4.1351
C 5.4543 0.5676 -4.8761
C 4.2194 1.1929 -4.8073
O 3.8919 2.3118 -5.5078
C 3.2474 0.6506 -3.9740
F 2.0523 1.2663 -3.9139
C 2.2674 0.9041 -0.9510
C 2.7196 0.7979 0.5044
C -3.6780 0.9825 2.0057
H -5.3683 2.9987 1.5731
H -5.8843 2.0583 0.1757
H -6.8499 2.0419 1.6473
H -6.7253 -0.4426 1.7847
H -5.0687 -3.6047 2.2823
H -5.7804 -2.9385 3.7460
H -6.6354 -2.7919 2.2104
H -3.0092 -2.1632 3.0320
H -1.3070 1.2660 1.2348
H 0.8127 2.1715 1.8180
H 2.4075 1.0183 3.2638
H 1.2580 -0.3991 3.4543
H 1.9472 -1.8826 0.8589
H 0.3144 -1.5238 1.4045
H 0.4525 -1.9201 -1.1042
H -0.1430 -0.2993 -0.7051
H 4.8840 -2.0227 -2.7623
H 6.6665 -1.0625 -4.2067
H 6.2221 0.9798 -5.5214
H 4.6386 2.5711 -6.0571
H 3.0823 1.2598 -1.5749
H 1.4477 1.6266 -1.0347
H 2.9785 1.7913 0.8807
H 3.6260 0.1850 0.5521
H -3.1967 1.9471 1.8855

The energy above the lowest of the compared OMol25 structures with the same formula, charge and spin comes out at 0.197 eV. For the LUMO energy, the calculation gives 0.0199 Eh. For the HOMO energy, the calculation gives -8.90 eV. As for the SMILES: Cc1cc(C)cc(C(=O)N[C@H]2CC23CCN(C(=O)c2cccc(O)c2F)CC3)c1. Its net charge is 0.


(3)
Here is an isolated molecule of C23H25FN2O3 from the OMol25 dataset. Energies are from ωB97M-V with the def2-TZVPD basis set.

Atoms and positions in Å:
C -5.8894 -0.7388 1.1871
C -4.7816 -0.5920 0.1486
N -4.3615 0.7921 0.0144
C -5.2396 1.5973 -0.8176
C -5.2326 3.0542 -0.3673
C -2.9599 0.9325 -0.3213
C -2.1162 0.9899 0.9636
N -0.7022 1.0005 0.6866
C -0.0478 2.0879 0.2221
O -0.5423 3.1731 0.0101
C 1.4156 1.6831 0.0352
O 2.3022 2.4167 -0.3412
C 1.4853 0.2798 0.4191
C 2.5809 -0.5030 0.5553
O 2.4185 -1.7413 1.0732
C 3.9476 -0.0938 0.2042
C 4.2365 0.4816 -1.0298
C 5.5363 0.8351 -1.3389
C 6.5562 0.6222 -0.4256
C 6.2770 0.0411 0.8000
C 4.9812 -0.3255 1.1117
C 0.1035 -0.1977 0.7896
C -0.3959 -1.2704 -0.1530
C -0.2288 -1.1476 -1.5273
C -0.7239 -2.1069 -2.3917
C -1.4007 -3.2096 -1.8956
C -1.5818 -3.3538 -0.5321
C -1.0785 -2.3841 0.3157
F -1.2748 -2.5296 1.6451
H -6.7924 -0.2197 0.8778
H -6.1284 -1.7898 1.3300
H -5.5602 -0.3184 2.1331
H -3.9211 -1.1779 0.4795
H -5.1136 -1.0113 -0.8176
H -6.2535 1.2059 -0.7185
H -4.9604 1.5309 -1.8835
H -5.9266 3.6342 -0.9707
H -4.2425 3.4910 -0.4637
H -5.5331 3.1154 0.6749
H -2.8008 1.8652 -0.8634
H -2.6060 0.1078 -0.9621
H -2.3399 0.1351 1.6039
H -2.3710 1.9086 1.4978
H 3.2725 -2.1904 1.1402
H 3.4454 0.6402 -1.7438
H 5.7540 1.2830 -2.2963
H 7.5683 0.9096 -0.6676
H 7.0679 -0.1245 1.5163
H 4.7640 -0.7560 2.0807
H 0.0770 -0.5854 1.8175
H 0.2888 -0.2819 -1.9139
H -0.5857 -1.9919 -3.4558
H -1.7906 -3.9567 -2.5695
H -2.1081 -4.1989 -0.1171

The energy above the lowest of the compared OMol25 structures with the same formula, charge and spin comes out at 0.932 eV. For the LUMO energy, the calculation gives -0.0118 Eh. For the HOMO energy, the calculation gives -8.31 eV. As for the SMILES: CCN(CC)CCN1C(=O)C(=O)/C(=C(/O)c2ccccc2)[C@@H]1c1ccccc1F. Its net charge is 0.


(4)
Here is an isolated molecule of C23H25FN2O6S2 from the OMol25 dataset. Energies are from ωB97M-V with the def2-TZVPD basis set.

Atoms and positions in Å:
O 0.2082 3.5541 0.2058
S -0.1369 2.7651 -0.9417
O -1.4393 2.8968 -1.5198
N 0.9711 2.9446 -2.1809
C 2.3043 3.3206 -1.7634
C 2.4259 4.8410 -1.5694
C 3.8588 5.2786 -1.2109
C 4.1535 6.3946 -2.2153
C 3.2480 6.0022 -3.3808
O 2.0720 5.5036 -2.7781
C 0.1201 1.0379 -0.5369
C -0.1285 0.0994 -1.5198
C -0.0370 -1.2456 -1.2017
C 0.3000 -1.6099 0.0887
S 0.2663 -3.3437 0.5493
O -0.1451 -4.0981 -0.6010
O 1.4896 -3.6911 1.2024
N -0.9408 -3.2949 1.7241
C -2.2337 -2.9346 1.1625
C -2.4657 -1.4514 1.3063
C -2.8659 -0.6702 0.2301
C -3.0526 0.6943 0.3709
C -2.8383 1.2669 1.6110
F -3.0231 2.5887 1.7695
C -2.4472 0.5129 2.7040
C -2.2628 -0.8467 2.5418
C -0.8979 -4.4388 2.6282
C -1.2407 -5.7174 1.9387
C -2.4338 -6.3318 1.6815
C -2.1325 -7.4601 0.8813
C -0.7832 -7.4399 0.7090
O -0.2394 -6.3948 1.3449
C 0.5882 -0.6710 1.0607
C 0.4940 0.6747 0.7428
H 0.6215 3.5741 -2.8922
H 3.0086 2.9821 -2.5302
H 2.5131 2.8049 -0.8253
H 1.6940 5.1425 -0.8126
H 3.9297 5.6157 -0.1802
H 4.5478 4.4448 -1.3524
H 5.2018 6.4476 -2.4986
H 3.8409 7.3589 -1.8152
H 2.9618 6.8384 -4.0194
H 3.7247 5.2256 -3.9975
H -0.4109 0.4369 -2.5036
H -0.2379 -2.0225 -1.9227
H -3.0139 -3.4827 1.6975
H -2.2752 -3.2336 0.1095
H -3.0328 -1.1321 -0.7314
H -3.3362 1.3184 -0.4610
H -2.2948 0.9924 3.6579
H -1.9490 -1.4515 3.3783
H -1.5789 -4.2467 3.4606
H 0.1309 -4.4909 2.9892
H -3.4024 -6.0324 2.0284
H -2.8254 -8.1778 0.4932
H -0.1190 -8.0927 0.1788
H 0.8646 -1.0063 2.0470
H 0.6814 1.4509 1.4680

The energy above the lowest of the compared OMol25 structures with the same formula, charge and spin comes out at 0.246 eV. For the LUMO energy, the calculation gives 0.0010 Eh. For the HOMO energy, the calculation gives -8.69 eV. As for the SMILES: O=S(=O)(NC[C@H]1CCCO1)c1ccc(S(=O)(=O)N(Cc2ccc(F)cc2)Cc2ccco2)cc1. Its net charge is 0.